Entry from OMol25: a structure of composition C29H72BF10NO31PtS11 (ωB97M-V/def2-TZVPD).

**HOMO level (spin up / spin down)**: -10.00 / -10.33 eV
**E_LUMO (spin up / spin down)**: -0.345 / -1.681 eV
**Multiplicity**: 3
**Max |F|**: 7.7 eV/A
**<S²>**: 2.00
**HOMO-LUMO gap (spin up / spin down)**: 9.66 / 8.65 eV

Element x y z (Å)
Pt 1.983531 -0.141622 1.379740
B 2.688091 1.878868 3.035710
F 3.143981 3.132518 3.314990
F 1.614711 2.031678 2.190740
F 3.775431 1.192808 2.485480
F 2.461041 1.274368 4.190860
C -0.172809 -3.765272 0.271440
F -1.299419 -2.982022 0.360270
F 0.310101 -4.099682 1.442210
F -0.390339 -4.843202 -0.431510
S 1.162101 -2.718622 -0.549740
O 2.393571 -3.072092 0.154310
O 1.158321 -3.207792 -1.927810
N 0.791651 -1.086082 -0.067600
S 0.124911 -0.550822 -1.351920
O 1.116011 -0.179112 -2.380810
O -0.989819 -1.309632 -1.924550
C -0.813379 1.067888 -0.772430
F -0.873779 1.917908 -1.789210
F -2.121719 0.721438 -0.422860
F -0.129649 1.592288 0.219620
O -6.276629 -1.391572 -6.779030
S -6.439809 -0.348532 -5.803340
O -7.795489 0.015188 -5.389120
O -5.448719 -0.586942 -4.461610
C -5.538369 0.314508 -3.395280
C -4.631319 -0.243102 -2.267030
C -5.592799 1.129148 -6.387070
H -6.583179 0.453128 -3.117340
H -5.316799 1.324748 -3.739400
H -4.844769 0.086028 -1.250060
H -3.629399 0.111538 -2.508850
H -4.669369 -1.332202 -2.244310
H -4.530349 0.941288 -6.232100
H -5.974149 1.964208 -5.799410
H -5.901589 1.307558 -7.417070
O 2.545451 1.445778 -0.113570
S 3.263381 2.332578 -1.048010
O 4.286641 1.845358 -1.962300
O 2.125151 3.022018 -1.941110
C 2.492031 4.121578 -2.789850
C 1.331521 4.233738 -3.790060
C 3.804771 3.806808 -0.127080
H 3.417471 3.919328 -3.329070
H 2.585541 5.060628 -2.244380
H 0.365741 4.326008 -3.293230
H 1.194261 3.320138 -4.368490
H 1.388961 5.112038 -4.433020
H 4.417201 3.489728 0.717010
H 2.995061 4.271358 0.435650
H 4.479991 4.392568 -0.750830
O -2.552919 3.038508 2.124160
S -2.019789 4.416348 2.167050
O -2.783429 5.621398 1.907830
O -1.205709 4.702928 3.635600
C -0.100959 3.987918 4.037470
C 0.136111 4.267448 5.475690
C -0.679199 4.453888 0.970120
H 0.760321 4.352688 3.477790
H -0.139289 2.927538 3.788030
H -0.594929 3.680148 6.031370
H 0.159671 5.332178 5.707830
H 1.072991 3.834278 5.826000
H -0.262519 5.445718 1.145470
H -1.039679 4.379208 -0.055830
H -0.010749 3.663788 1.312200
O -1.256979 0.491898 4.645820
S -0.942149 -0.379902 3.547860
O -0.004299 0.040578 2.519810
O -0.539809 -1.881312 4.061270
C -1.244589 -2.344602 5.222950
C -0.728799 -3.685482 5.631340
C -2.443479 -0.872452 2.569430
H -2.316069 -2.352232 5.023020
H -1.177139 -1.594832 6.011240
H -1.500179 -4.160742 6.237310
H 0.260141 -3.697692 6.089560
H -0.629139 -4.330162 4.758100
H -2.343719 -0.336642 1.625470
H -3.297659 -0.443412 3.093260
H -2.521599 -1.956692 2.489250
O 2.706161 -2.081302 5.548390
S 3.088371 -2.263772 4.145670
O 2.428431 -1.397602 3.136100
O 4.795381 -2.140182 4.072330
C 5.612291 -2.903912 4.982890
C 7.053111 -2.688252 4.622860
C 2.780951 -4.166502 3.804660
H 5.431831 -3.978702 5.002380
H 5.417761 -2.510032 5.980440
H 7.835771 -2.981052 5.322720
H 7.246201 -1.618502 4.542620
H 7.282201 -3.075152 3.629920
H 3.155941 -4.376872 2.803050
H 1.695931 -4.170192 3.908680
H 3.310701 -4.723902 4.577170
O -7.860919 2.253278 1.682140
S -7.195479 1.875708 0.475260
O -7.656379 0.682458 -0.241030
O -7.281909 3.121418 -0.542920
C -6.626959 4.406598 -0.232610
C -5.570579 4.852918 -1.294550
C -5.337199 1.840048 0.669790
H -6.260639 4.420848 0.793900
H -7.480289 5.074398 -0.350830
H -4.987129 3.961068 -1.523230
H -4.928119 5.642318 -0.904450
H -5.989409 5.244818 -2.221430
H -5.000119 2.662848 1.300250
H -4.726699 1.899888 -0.231220
H -5.086039 0.913678 1.186360
O -6.465729 -3.160202 2.116800
S -5.842539 -3.057242 0.816380
O -4.836889 -2.044692 0.488910
O -5.308189 -4.593582 0.321030
C -4.615219 -4.675082 -0.904320
C -3.805849 -5.961622 -0.748650
C -7.205909 -2.750332 -0.400320
H -3.945199 -3.820542 -0.998810
H -5.339609 -4.708712 -1.718090
H -3.301389 -6.165832 -1.693060
H -4.474919 -6.808072 -0.593790
H -3.118109 -5.894322 0.094310
H -6.734919 -2.864782 -1.376630
H -7.508789 -1.712232 -0.263530
H -8.039289 -3.432762 -0.233380
O 5.839521 -0.039882 -5.701500
S 4.431241 0.403468 -5.796040
O 4.095271 1.803468 -6.141880
O 3.731211 -0.579382 -6.885210
C 3.926221 -1.964772 -6.915050
C 4.784921 -2.361872 -8.171330
C 3.651911 -0.194072 -4.188220
H 2.952651 -2.449202 -6.989900
H 4.460241 -2.293402 -6.023460
H 4.343881 -1.972502 -9.088920
H 4.859911 -3.439032 -8.320330
H 5.759641 -1.879232 -8.100140
H 2.841291 0.493948 -3.948140
H 4.424211 0.014098 -3.447730
H 3.443831 -1.261852 -4.256350
O 3.907341 -0.763852 0.818560
S 5.167561 -1.251342 0.218070
O 5.414731 -1.079862 -1.185480
O 6.388701 -0.618672 1.068110
C 6.627471 0.790098 0.927780
C 8.085221 1.150378 1.198170
C 5.490261 -2.934742 0.725930
H 6.058611 1.369878 1.654670
H 6.261711 1.094598 -0.052830
H 8.659921 0.412888 0.637880
H 8.385561 1.025488 2.238510
H 8.415031 2.126468 0.842410
H 4.924411 -3.618872 0.093580
H 5.281541 -2.914522 1.795570
H 6.567951 -3.092832 0.767100

Force components x, y, z for each atom (eV/Å):
0.20 -0.54 -0.32
1.93 2.10 1.17
0.59 2.25 -0.03
-1.15 0.30 -0.52
0.35 -0.91 -1.56
-1.74 -1.71 2.26
-0.37 2.27 -0.74
1.04 -1.56 0.40
-0.53 -0.13 1.02
-0.41 -0.13 -0.14
2.61 -2.66 -0.22
-1.30 0.76 0.03
-0.56 1.88 1.66
0.32 -3.93 0.22
-2.58 3.26 -6.44
-1.15 0.10 2.11
1.16 0.31 1.63
-0.30 -2.00 -0.61
-0.12 -0.19 0.35
2.27 0.86 -0.13
-0.82 0.45 0.35
0.44 0.25 1.29
-0.64 1.39 0.79
2.01 -0.63 -0.15
-1.06 -1.51 -2.84
-1.09 0.68 1.55
0.00 0.77 -0.79
-0.73 -0.28 0.15
-0.19 -0.57 0.42
0.89 0.11 0.12
-0.41 0.15 -0.34
0.23 -0.50 0.16
0.08 0.09 -0.22
-0.11 0.22 -0.32
0.24 -0.08 0.12
0.30 -0.24 -0.01
1.31 1.84 -2.51
-0.52 0.35 -0.04
-1.08 0.53 1.88
0.25 -0.74 1.05
-0.85 0.31 -1.50
-0.45 -0.15 0.26
0.90 -1.31 0.77
0.08 -0.18 0.15
0.03 -0.19 0.38
0.10 0.16 0.51
0.52 0.08 -0.23
0.42 -0.16 -0.09
0.25 -0.61 -0.09
-0.36 0.22 -0.85
-0.62 0.26 -0.14
0.35 2.55 0.56
1.21 -0.79 0.07
0.00 -1.59 0.93
-3.83 0.96 -2.80
2.59 -0.83 -0.85
0.03 -0.97 1.06
-0.04 0.39 1.40
0.24 0.10 -0.20
-0.42 -0.17 0.32
-0.38 0.63 0.37
-0.35 -0.12 0.00
0.28 0.06 -0.42
0.30 -0.09 -0.19
-0.15 -0.30 0.29
0.19 0.09 -0.54
0.52 -0.72 -0.65
-1.79 -1.22 -1.17
-0.35 -0.49 1.21
0.78 1.52 -0.51
-0.52 0.88 0.70
-0.02 -0.71 -0.55
0.43 1.21 0.96
-0.13 -0.41 -0.41
0.48 -0.05 0.10
0.32 -0.01 0.36
-0.22 0.36 0.35
-0.18 -0.02 -0.26
0.03 -0.40 -0.01
-0.04 -0.20 0.06
0.20 0.28 -0.12
0.62 -0.10 -2.34
0.16 -0.89 1.61
1.97 -2.51 2.35
-2.45 0.01 -1.35
0.09 0.00 1.45
0.65 1.36 -0.98
0.43 2.56 -0.14
-0.60 -0.01 -0.34
-0.07 -0.13 0.08
-0.57 -0.69 0.25
-0.23 0.24 -0.11
0.04 -0.28 0.06
-0.29 0.00 0.03
0.13 -0.33 -0.14
-0.19 0.27 0.00
0.50 -0.18 0.09
1.13 -0.34 -1.61
0.90 2.00 0.89
0.51 -0.62 -0.23
-0.81 0.69 -1.02
-0.39 -1.08 0.70
-0.60 -0.23 0.82
0.01 -0.04 -0.16
0.15 0.23 0.58
0.36 0.20 -0.18
0.02 -0.19 0.28
-0.36 -0.27 0.13
-0.38 -0.01 0.16
-0.76 -0.09 -0.34
-0.16 -0.07 -0.01
1.47 -0.37 -0.94
-1.48 0.20 -2.05
-0.60 -1.58 0.99
-1.51 2.57 2.35
0.96 -0.50 0.12
-0.46 0.02 -0.86
1.15 -0.25 0.68
-0.04 0.09 -0.24
0.15 -0.06 -0.18
0.39 0.04 0.13
-0.07 0.06 0.18
0.04 0.06 -0.20
-0.25 -0.04 -0.04
0.08 -0.02 0.10
0.27 -0.03 0.02
-2.22 1.11 -0.37
1.31 -0.59 0.81
0.44 -3.26 0.64
-0.57 2.48 0.08
1.39 -1.52 -1.11
-0.57 0.81 0.48
0.95 1.58 -1.03
-0.06 0.16 0.25
-0.12 -0.10 0.09
-0.30 0.12 0.10
0.13 0.00 0.39
0.11 -0.30 0.15
-0.34 -0.61 -0.26
0.07 -0.28 -0.14
-0.27 0.32 -0.09
3.23 -1.24 -1.54
0.13 0.34 0.72
-0.54 0.07 0.81
-0.65 -0.53 -0.16
-0.24 1.91 0.39
0.43 -1.49 -0.74
0.21 0.77 0.70
-0.59 -0.52 0.10
0.42 0.05 -0.23
0.40 0.07 -0.08
-0.34 0.11 0.07
-0.52 0.06 0.03
0.04 0.10 0.31
-0.81 -0.34 -0.07
0.01 0.07 -0.91